<1>
The molecule C3HF6PS2. Source: OMol25; level of theory: ωB97M-V/def2-TZVPD.

As for the SMILES: FC(F)(F)P(C(=S)S)C(F)(F)F. The HOMO-LUMO gap is 7.86 eV. The calculation puts the HOMO energy at -0.3338 Eh.

Bonds (Å) are listed after each position.
Cartesian coordinates (Å):
1 F -1.053 1.292 -1.382  C2 1.379
2 C -1.556 1.141 -0.107  F1 1.379, F3 1.294, F4 1.344, P5 1.889
3 F -2.065 2.237 0.357  C2 1.294
4 F -2.530 0.217 -0.154  C2 1.344
5 P -0.312 0.253 1.003  C2 1.889, C6 1.816, C9 2.182
6 C 1.279 0.765 0.292  P5 1.816, S7 1.658, S8 1.800
7 S 1.843 2.301 0.022  C6 1.658
8 S 2.530 -0.513 0.096  C6 1.800, H13 1.303
9 C -0.418 -1.702 0.039  P5 2.182, F10 1.293, F11 1.313, F12 1.293
10 F 0.612 -2.335 0.497  C9 1.293
11 F -1.478 -2.276 0.558  C9 1.313
12 F -0.434 -1.634 -1.253  C9 1.293
13 H 3.582 0.253 0.032  S8 1.303

In elementary charge units, the Löwdin charges are: 0.0566, -0.8019, 0.1557, 0.0709, 1.1250, -1.3665, 0.5943, 0.7284, -0.7756, 0.0676, 0.1291, 0.1713, -0.1549

---

<2>
The molecule C3HF6PS2. Source: OMol25; level of theory: ωB97M-V/def2-TZVPD.

As for the SMILES: FC(F)(F)/P=C(/S)SC(F)(F)F. The HOMO-LUMO gap is 8.09 eV. The calculation puts the HOMO energy at -0.3327 Eh.

Bonds (Å) are listed after each position.
Cartesian coordinates (Å):
1 F 1.844 1.889 3.326  C2 1.360
2 C 1.357 0.728 3.839  F1 1.360, F3 1.311, F4 1.308, P5 1.937
3 F 2.259 -0.204 3.645  C2 1.311
4 F 1.188 0.955 5.116  C2 1.308
5 P -0.285 0.273 2.918  C2 1.937, C6 1.753
6 C 0.180 0.194 1.229  P5 1.753, S7 1.786, S8 1.826
7 S -1.171 0.083 0.066  C6 1.786, H13 1.385
8 S 1.908 0.156 0.638  C6 1.826, C9 1.931
9 C 2.306 0.120 -1.251  S8 1.931, F10 1.306, F11 1.368, F12 1.307
10 F 2.293 -1.154 -1.538  C9 1.306
11 F 1.355 0.744 -2.010  C9 1.368
12 F 3.464 0.643 -1.554  C9 1.307
13 H -0.668 -0.891 -0.780  S7 1.385

In elementary charge units, the Löwdin charges are: 0.0394, -0.9030, 0.0843, 0.1152, 0.9876, -1.2678, 0.6565, 0.9203, -0.8572, 0.1053, 0.0643, 0.1543, -0.0992

---

The data favor <1>; the next most stable structure lies 10.9 kJ/mol above it.